# 1
This record from OMol25 describes an isolated molecule of C3H8OS. The level of theory is ωB97M-V/def2-TZVPD.

Summary:
- Largest force on an atom: 0.0912 Eh/bohr
- Energy relative to the best compared isomer or geometry (same formula, charge and spin): 98.3 kcal per mole
- Total energy: -16118.9755 eV
- Charge: 0
- Orbital gap: 8.3012 eV
- LUMO level: 0.57 eV
- E_HOMO: -7.728 eV

Geometry as XYZ:
```
13
C3H8OS (ωB97M-V/def2-TZVPD)
C -0.222 -0.353 2.069
C 0.279 -0.029 0.793
S -0.559 -0.276 -0.622
C -0.029 0.874 -1.879
O -1.977 -0.348 -0.350
H -0.056 0.478 2.692
H -1.218 -0.683 1.958
H 0.331 -1.109 2.640
H 1.259 -0.189 0.532
H -0.454 -1.395 -1.482
H 0.242 1.929 -1.539
H 0.989 0.501 -2.413
H -0.750 1.007 -2.721
```

---

# 2
This record from OMol25 describes a cluster of 3 separate species, C13H31BrN2O4S in total. The level of theory is ωB97M-V/def2-TZVPD.

Summary:
- Largest force on an atom: 0.0118 Eh/bohr
- Total energy: -106030.3478 eV
- Charge: 0
- Orbital gap: 9.4479 eV
- LUMO level: 0.66 eV
- E_HOMO: -8.788 eV

Geometry as XYZ:
```
52
C13H31BrN2O4S (ωB97M-V/def2-TZVPD)
O 0.521 -4.036 0.462
C 0.548 -5.196 0.750
O -0.328 -6.126 0.321
C -1.590 -5.660 -0.139
Br -1.671 -6.055 -2.047
C -2.691 -6.350 0.647
C -3.965 -5.525 0.828
C -4.684 -5.077 -0.452
S -5.529 -3.476 -0.190
H 1.296 -5.656 1.404
H -1.624 -4.576 -0.058
H -2.271 -6.526 1.640
H -2.892 -7.333 0.219
H -4.658 -6.134 1.412
H -3.745 -4.652 1.444
H -4.004 -4.954 -1.287
H -5.445 -5.801 -0.733
H -5.200 -2.916 -1.358
C 4.108 0.944 1.720
O 3.548 -0.348 1.833
C 2.204 -0.393 2.273
C 1.154 -0.136 1.185
C 1.040 1.326 0.768
N 1.357 -0.963 -0.005
H 3.736 1.607 2.509
H 3.900 1.403 0.751
H 5.187 0.841 1.829
H 2.061 -1.409 2.651
H 2.064 0.299 3.116
H 0.195 -0.434 1.624
H 1.847 1.614 0.095
H 0.106 1.494 0.235
H 1.064 1.998 1.628
H 1.296 -1.944 0.252
H 2.314 -0.828 -0.319
C 0.144 5.157 0.531
O 0.797 4.250 -0.331
C 0.323 4.215 -1.662
C 0.866 5.322 -2.572
C 0.249 6.695 -2.321
N 2.325 5.438 -2.514
H -0.922 5.237 0.290
H 0.589 6.155 0.498
H 0.246 4.771 1.545
H 0.659 3.253 -2.059
H -0.775 4.208 -1.671
H 0.606 5.025 -3.593
H 0.679 7.169 -1.439
H 0.445 7.350 -3.169
H -0.832 6.627 -2.182
H 2.751 4.569 -2.820
H 2.598 5.538 -1.540
```

---

# 3
This record from OMol25 describes an isolated molecule of C4H9NO. The level of theory is ωB97M-V/def2-TZVPD.

Summary:
- Largest force on an atom: 0.0757 Eh/bohr
- Energy relative to the best compared isomer or geometry (same formula, charge and spin): 29.3 kcal per mole
- Total energy: -7831.0474 eV
- Charge: 0
- Orbital gap: 10.6132 eV
- LUMO level: 0.81 eV
- E_HOMO: -9.804 eV

Geometry as XYZ:
```
15
C4H9NO (ωB97M-V/def2-TZVPD)
C 2.053 -0.577 0.072
C 0.824 0.302 -0.424
C -0.433 -0.491 -0.262
C -1.776 0.100 -0.301
N -1.913 0.933 0.784
O -2.664 0.050 -1.197
H 2.958 -0.004 0.182
H 1.692 -0.988 1.053
H 2.264 -1.576 -0.558
H 0.994 0.412 -1.550
H 0.797 1.318 0.022
H -0.469 -0.810 0.787
H -0.387 -1.360 -0.973
H -1.428 0.900 1.687
H -2.511 1.790 0.678
```

---

# 4
This record from OMol25 describes an isolated molecule of C5H11N. The level of theory is ωB97M-V/def2-TZVPD.

Summary:
- Largest force on an atom: 0.0302 Eh/bohr
- Energy relative to the best compared isomer or geometry (same formula, charge and spin): 14.9 kcal per mole
- Total energy: -6852.8814 eV
- Charge: 0
- Orbital gap: 9.0562 eV
- LUMO level: 1.17 eV
- E_HOMO: -7.889 eV

Geometry as XYZ:
```
17
C5H11N (ωB97M-V/def2-TZVPD)
C -0.482 1.681 1.045
N -0.457 0.292 0.690
C 0.840 -0.366 0.832
C 1.166 -0.783 -0.590
C -0.196 -1.194 -1.148
C -1.153 -0.158 -0.503
H -1.399 2.167 0.702
H -0.406 1.929 2.102
H 0.323 2.226 0.507
H 0.825 -1.256 1.462
H 1.547 0.339 1.276
H 1.615 0.008 -1.201
H 1.864 -1.613 -0.699
H -0.279 -1.205 -2.232
H -0.443 -2.197 -0.784
H -2.144 -0.537 -0.244
H -1.221 0.668 -1.214
```

---

# 5
This record from OMol25 describes the ion C10H7O4S with charge -1. The level of theory is ωB97M-V/def2-TZVPD.

Summary:
- Largest force on an atom: 0.1146 Eh/bohr
- Energy relative to the best compared isomer or geometry (same formula, charge and spin): 17.5 kcal per mole
- Total energy: -29507.9294 eV
- Charge: -1
- Orbital gap: 7.3927 eV
- LUMO level: 3.20 eV
- E_HOMO: -4.192 eV

Geometry as XYZ:
```
22
C10H7O4S (ωB97M-V/def2-TZVPD)
C -1.601 -1.094 3.475
S -1.668 -1.562 1.670
O -3.057 -1.199 1.283
O -1.370 -2.958 1.658
C -0.490 -0.573 0.832
C 0.294 0.559 0.906
O 0.640 1.145 1.932
C 0.846 0.830 -0.458
C 1.582 1.925 -0.852
C 1.945 2.066 -2.195
C 1.457 1.176 -3.109
C 0.770 0.052 -2.723
C 0.382 -0.065 -1.397
C -0.476 -1.103 -0.836
O -0.967 -2.125 -1.246
H -1.620 0.025 3.603
H -2.523 -1.468 3.863
H -0.790 -1.734 3.994
H 1.806 2.666 0.003
H 2.530 2.955 -2.697
H 1.987 1.084 -4.143
H 0.323 -0.602 -3.564
```

---

# 6
This record from OMol25 describes a structure of composition C6H19IN2NbO2S. The level of theory is ωB97M-V/def2-TZVPD.

Summary:
- Largest force on an atom: 0.0551 Eh/bohr
- Total energy: -34090.9809 eV
- Charge: -1
- Orbital gap: 7.6441 eV
- LUMO level: 2.52 eV
- E_HOMO: -5.120 eV

Geometry as XYZ:
```
32
C6H19IN2NbO2S (ωB97M-V/def2-TZVPD)
S 4.828 0.344 0.591
Nb 2.659 -0.719 0.092
I 1.119 1.619 0.070
H 5.700 -0.457 0.029
H 2.279 -1.046 1.882
H 1.186 -1.674 -0.333
H 3.074 -0.817 -1.713
H 3.322 -2.355 0.193
C -1.868 3.417 -5.054
C -0.847 3.287 -3.929
O 0.255 2.834 -4.134
N -1.243 3.715 -2.698
C -2.518 4.288 -2.331
H -1.404 3.040 -5.958
H -2.766 2.834 -4.845
H -2.160 4.456 -5.208
H -0.556 3.606 -1.965
H -2.398 5.297 -1.929
H -3.014 3.685 -1.567
H -3.168 4.343 -3.196
C -0.066 -4.732 4.083
C 0.683 -3.830 3.113
O 1.701 -4.170 2.549
N 0.176 -2.590 2.883
C -1.008 -1.983 3.434
H 0.477 -5.669 4.144
H -0.121 -4.286 5.077
H -1.081 -4.929 3.737
H 0.745 -2.050 2.234
H -1.715 -1.707 2.648
H -0.765 -1.076 3.994
H -1.505 -2.675 4.109
```

---

# 7
This record from OMol25 describes a structure of composition C39H43BGdN4O3P2Te. The level of theory is ωB97M-V/def2-TZVPD.

Summary:
- Largest force on an atom: 0.0312 Eh/bohr
- Energy relative to the best compared isomer or geometry (same formula, charge and spin): 55.8 kcal per mole
- 2S+1: 8
- Total energy: -100616.7548 eV
- Charge: +1
- Orbital gap (spin up / spin down): 5.5534 / 6.0771 eV
- LUMO level (spin up / spin down): -2.16 / -4.00 eV
- Expectation value of S²: 15.79
- E_HOMO (spin up / spin down): -7.715 / -10.079 eV

Geometry as XYZ:
```
94
C39H43BGdN4O3P2Te (ωB97M-V/def2-TZVPD)
Gd -0.601 0.114 -1.529
C 1.226 5.233 -2.952
N 1.460 3.785 -2.878
C 2.731 3.279 -3.410
C 0.595 2.960 -2.312
O 0.814 1.735 -2.225
C -0.647 3.573 -1.678
O -1.616 2.613 -1.288
C -2.832 2.645 -2.029
C -2.671 1.830 -3.305
O -1.561 1.318 -3.516
N -3.710 1.705 -4.117
C -3.635 0.825 -5.285
C -5.022 2.244 -3.747
H 2.099 5.685 -3.413
H 1.103 5.669 -1.961
H 0.360 5.470 -3.567
H 2.804 3.532 -4.467
H 2.771 2.204 -3.286
H 3.558 3.739 -2.871
H -1.090 4.313 -2.345
H -0.317 4.097 -0.776
H -3.123 3.674 -2.245
H -3.597 2.198 -1.397
H -2.602 0.556 -5.467
H -4.044 1.350 -6.145
H -4.213 -0.083 -5.106
H -5.465 1.680 -2.925
H -5.678 2.165 -4.608
H -4.955 3.296 -3.475
Te -1.890 -1.114 2.586
C -1.140 -1.649 4.467
C -0.198 -2.660 4.583
C 0.299 -2.954 5.844
N -0.078 -2.325 6.962
C -0.996 -1.367 6.831
C -1.552 -0.989 5.613
C -0.026 -1.138 1.561
P -0.052 -2.121 0.051
C 1.680 -2.568 -0.297
C 2.277 -2.088 -1.456
C 3.618 -2.326 -1.735
C 4.373 -3.075 -0.846
C 3.795 -3.553 0.327
C 2.465 -3.287 0.608
C -0.985 -3.666 0.255
C -0.361 -4.895 0.462
C -1.115 -6.051 0.622
C -2.499 -5.992 0.561
C -3.131 -4.780 0.318
C -2.377 -3.627 0.159
P 0.422 0.553 1.108
C 0.130 1.669 2.505
C -0.611 2.831 2.327
C -0.844 3.687 3.398
C -0.339 3.373 4.651
C 0.398 2.206 4.834
C 0.637 1.357 3.766
C 2.256 0.629 0.994
C 3.046 -0.291 1.678
C 4.431 -0.201 1.634
C 5.044 0.815 0.913
C 4.266 1.754 0.248
C 2.880 1.658 0.290
H 0.150 -3.208 3.714
H 1.036 -3.741 5.963
H -1.297 -0.861 7.742
H -2.279 -0.185 5.579
H 1.694 -1.508 -2.165
H 4.067 -1.936 -2.640
H 5.416 -3.277 -1.057
H 4.390 -4.122 1.030
H 2.042 -3.607 1.553
H 0.715 -4.975 0.479
H -0.614 -6.997 0.784
H -3.085 -6.894 0.689
H -4.210 -4.730 0.251
H -2.885 -2.695 -0.044
H -1.035 3.056 1.355
H -1.428 4.588 3.257
H -0.523 4.033 5.490
H 0.785 1.955 5.814
H 1.201 0.443 3.916
H 2.564 -1.081 2.243
H 5.033 -0.929 2.166
H 6.124 0.879 0.877
H 4.740 2.564 -0.294
H 2.281 2.410 -0.210
B -1.540 -2.051 -3.343
C -2.519 -1.258 -2.378
N -2.948 -0.511 -1.601
H -1.205 -3.067 -2.785
H -2.051 -2.208 -4.431
H -0.580 -1.302 -3.454
```

---

# 8
This record from OMol25 describes an isolated molecule of C12H23N3. The level of theory is ωB97M-V/def2-TZVPD.

Summary:
- Largest force on an atom: 0.1051 Eh/bohr
- Energy relative to the best compared isomer or geometry (same formula, charge and spin): 149.1 kcal per mole
- Total energy: -17280.5160 eV
- Charge: 0
- Orbital gap (spin up / spin down): 7.8496 / 7.8523 eV
- LUMO level (spin up / spin down): 0.72 / 0.72 eV
- E_HOMO (spin up / spin down): -7.128 / -7.131 eV

Geometry as XYZ:
```
38
C12H23N3 (ωB97M-V/def2-TZVPD)
C 1.845 1.881 0.776
C 2.949 1.781 0.014
C 0.067 0.305 0.209
C 0.838 -1.022 -0.095
C 0.386 -2.179 0.822
C 1.305 -1.432 -1.435
C -2.459 1.388 -1.195
C -3.678 0.872 0.903
C -2.731 -0.964 -0.291
C 4.416 -0.371 -0.106
C -1.202 0.644 0.862
C -2.440 0.448 0.055
N 1.290 0.627 0.966
N 3.467 0.618 -0.373
N 2.031 -0.407 0.609
H 1.349 2.772 1.135
H 3.290 2.749 -0.481
H 0.100 0.850 -0.846
H 0.160 -2.961 0.113
H -0.361 -1.994 1.481
H 1.275 -2.689 1.234
H 2.145 -2.042 -1.228
H 1.749 -0.620 -1.900
H 0.601 -1.936 -2.202
H -1.573 1.524 -1.800
H -2.714 2.451 -0.732
H -3.317 1.194 -1.817
H -3.577 0.271 1.941
H -3.611 1.998 1.192
H -4.621 0.832 0.480
H -2.830 -1.662 0.518
H -1.896 -1.416 -0.751
H -3.643 -1.064 -0.881
H 4.163 -1.001 0.859
H 4.204 -1.095 -0.860
H 5.458 -0.076 -0.232
H -1.110 1.684 1.181
H -1.326 0.041 1.873
```

---

# 9
This record from OMol25 describes an isolated molecule of CH5N2OP. The level of theory is ωB97M-V/def2-TZVPD.

Summary:
- Largest force on an atom: 0.0726 Eh/bohr
- Energy relative to the best compared isomer or geometry (same formula, charge and spin): 3.2 kcal per mole
- Total energy: -15434.5530 eV
- Charge: 0
- Orbital gap: 10.1545 eV
- LUMO level: 0.66 eV
- E_HOMO: -9.497 eV

Geometry as XYZ:
```
10
CH5N2OP (ωB97M-V/def2-TZVPD)
N 0.606 0.220 -1.609
C -0.210 0.426 -0.605
O -1.347 0.829 -0.729
N 0.380 -0.058 0.656
P -0.583 -0.225 2.120
H 1.302 -0.427 -1.516
H 0.184 0.490 -2.476
H 1.064 -0.806 0.444
H -1.925 -0.083 1.708
H -0.662 1.084 2.624
```

---

# 10
This record from OMol25 describes an isolated molecule of C6H12O. The level of theory is ωB97M-V/def2-TZVPD.

Summary:
- Largest force on an atom: 0.0105 Eh/bohr
- Energy relative to the best compared isomer or geometry (same formula, charge and spin): 54.3 kcal per mole
- Total energy: -8462.0003 eV
- Charge: 0
- Orbital gap: 10.7615 eV
- LUMO level: 1.16 eV
- E_HOMO: -9.605 eV

Geometry as XYZ:
```
19
C6H12O (ωB97M-V/def2-TZVPD)
C -0.507 -1.073 -2.976
C 0.249 -0.118 -2.055
O 0.719 -0.692 -0.822
C -0.055 -0.016 0.184
C -0.033 -0.201 1.696
C -0.209 1.135 2.407
C 1.006 0.299 2.660
H -1.233 -0.501 -3.568
H 0.143 -1.602 -3.677
H -1.063 -1.808 -2.386
H -0.455 0.678 -1.794
H 1.078 0.372 -2.578
H 0.159 1.045 0.025
H -1.098 -0.233 -0.076
H -0.675 -0.992 2.077
H -0.078 2.025 1.793
H -0.961 1.253 3.182
H 1.967 0.629 2.282
H 1.047 -0.200 3.626
```

---

# 11
This record from OMol25 describes a cluster of 2 separate species, C10H6Cl3N2O3 in total. The level of theory is ωB97M-V/def2-TZVPD.

Summary:
- Largest force on an atom: 0.0517 Eh/bohr
- Total energy: -57154.3425 eV
- Charge: -1
- Orbital gap: 4.3050 eV
- LUMO level: 1.11 eV
- E_HOMO: -3.193 eV

Geometry as XYZ:
```
24
C10H6Cl3N2O3 (ωB97M-V/def2-TZVPD)
C -1.730 2.101 1.778
N -1.091 1.325 2.677
O -1.634 0.247 3.076
O 0.043 1.686 3.124
H -1.309 3.091 1.612
H -2.763 1.836 1.559
Cl -1.020 1.331 -0.824
C -0.604 0.778 -2.527
Cl -1.427 1.949 -3.633
C 0.894 1.075 -2.881
O 1.486 2.010 -2.400
C 1.495 0.201 -3.997
C 0.944 -1.063 -4.346
C 1.624 -1.844 -5.326
C 2.792 -1.353 -5.893
C 3.255 -0.096 -5.465
N 2.613 0.644 -4.564
C -0.268 -1.426 -3.643
Cl -0.875 -3.013 -3.925
C -0.962 -0.606 -2.782
H 1.235 -2.820 -5.627
H 3.359 -1.908 -6.655
H 4.193 0.305 -5.875
H -1.894 -0.925 -2.377
```

---

# 12
This record from OMol25 describes a structure of composition C4H6F4N2V2. The level of theory is ωB97M-V/def2-TZVPD.

Summary:
- Largest force on an atom: 0.1471 Eh/bohr
- 2S+1: 5
- Total energy: -69449.4165 eV
- Charge: +2
- Orbital gap (spin up / spin down): 2.6122 / 4.4508 eV
- LUMO level (spin up / spin down): -13.57 / -11.89 eV
- Expectation value of S²: 6.16
- E_HOMO (spin up / spin down): -16.186 / -16.345 eV

Geometry as XYZ:
```
18
C4H6F4N2V2 (ωB97M-V/def2-TZVPD)
V 0.827 -1.978 -29.981
V -2.138 -0.605 -28.875
F -0.236 -0.102 -29.721
F 1.262 -3.915 -30.355
F -1.175 -2.580 -29.273
F -1.296 -0.732 -26.971
C -1.075 -4.267 -25.817
C -1.819 -5.403 -26.408
N -2.457 -6.247 -26.871
H -0.617 -3.702 -26.629
H -0.302 -4.665 -25.160
H -1.758 -3.622 -25.262
C -1.531 -2.076 -34.238
C -0.836 -2.109 -32.943
N -0.225 -2.073 -31.952
H -2.205 -1.228 -34.112
H -2.066 -2.981 -34.523
H -0.823 -1.911 -35.049
```

---

Copy entry 11 word for word.
This record from OMol25 describes a cluster of 2 separate species, C10H6Cl3N2O3 in total. The level of theory is ωB97M-V/def2-TZVPD.

Summary:
- Largest force on an atom: 0.0517 Eh/bohr
- Total energy: -57154.3425 eV
- Charge: -1
- Orbital gap: 4.3050 eV
- LUMO level: 1.11 eV
- E_HOMO: -3.193 eV

Geometry as XYZ:
```
24
C10H6Cl3N2O3 (ωB97M-V/def2-TZVPD)
C -1.730 2.101 1.778
N -1.091 1.325 2.677
O -1.634 0.247 3.076
O 0.043 1.686 3.124
H -1.309 3.091 1.612
H -2.763 1.836 1.559
Cl -1.020 1.331 -0.824
C -0.604 0.778 -2.527
Cl -1.427 1.949 -3.633
C 0.894 1.075 -2.881
O 1.486 2.010 -2.400
C 1.495 0.201 -3.997
C 0.944 -1.063 -4.346
C 1.624 -1.844 -5.326
C 2.792 -1.353 -5.893
C 3.255 -0.096 -5.465
N 2.613 0.644 -4.564
C -0.268 -1.426 -3.643
Cl -0.875 -3.013 -3.925
C -0.962 -0.606 -2.782
H 1.235 -2.820 -5.627
H 3.359 -1.908 -6.655
H 4.193 0.305 -5.875
H -1.894 -0.925 -2.377
```

---

Q: Number 10 is which compound?
A: C6H12O